No. 1
The following is a DFT calculation (the ωB97M-V functional and the def2-TZVPD basis) of C59H43Cl4N5RuTe as an isolated structure in a non-equilibrium geometry.

The gap between HOMO and LUMO (spin up / spin down) is 4.53 / 4.96 eV. Its total charge is -1. The spin multiplicity is 6. The largest force on an atom is 5.47 eV Å⁻¹. As for the total energy: -129292.116 eV.

```
113
C59H43Cl4N5RuTe | the OMol25 dataset | the ωB97M-V functional and the def2-TZVPD basis
Ru -0.02965 1.69743 0.75702
Cl -3.54232 9.86909 -2.24240
C -3.18987 8.26032 -1.69090
C -3.36337 7.12786 -2.55943
C -2.90808 5.89614 -2.25902
C -2.36780 5.66557 -0.95436
C -2.24603 6.70409 -0.05165
C -2.52953 8.06029 -0.45951
C -1.82910 4.32708 -0.57626
C -0.61457 4.06755 -1.25612
C 0.19674 4.75717 -2.27237
C 1.20130 3.95193 -2.67227
C 1.33385 2.81051 -1.86529
C 2.27737 1.77802 -1.88230
C 2.72319 1.35268 -3.18990
C 1.76983 1.72837 -4.37076
C 1.91929 1.32860 -5.65782
C 3.18394 0.58370 -6.00085
Cl 3.79010 0.24807 -7.56800
C 4.05942 0.25874 -4.99236
C 3.82180 0.55060 -3.55044
C 2.74699 1.07910 -0.75423
N 1.98716 0.92616 0.48631
C 2.77725 0.36821 1.38819
C 2.31266 -0.10769 2.62532
C 3.26343 -0.97077 3.52267
C 2.91774 -2.23129 3.79771
C 3.77963 -3.03303 4.58836
C 4.91154 -2.53500 5.22770
Cl 5.98606 -3.53310 6.21070
C 5.25956 -1.18033 4.99661
C 4.41086 -0.43148 4.17757
C 1.07842 0.00074 3.14451
C 0.54991 -0.47833 4.30524
C -0.74337 -0.23379 4.49519
C -1.17945 0.58301 3.44725
N -0.02827 0.77201 2.57551
C -2.43173 1.02155 3.03787
C -2.76989 1.99875 2.09157
C -3.96708 2.74875 1.95102
C -3.77784 3.78374 0.91765
C -2.45185 3.53230 0.42251
N -1.91274 2.47594 1.07755
C -3.55910 0.73891 4.00113
C -4.67239 0.04864 3.55330
C -5.81658 -0.12609 4.36710
C -5.71644 0.33186 5.66470
Cl -7.13198 0.28919 6.73791
C -4.50810 0.77468 6.23761
C -3.47091 1.05044 5.32032
C 4.16606 0.05434 0.81320
C 4.05590 0.50099 -0.41954
N 0.18000 2.80218 -0.86001
H -3.71883 7.33072 -3.58852
H -2.93092 4.95159 -2.79220
H -1.99447 6.44422 0.96171
H -2.40540 8.90873 0.24583
H -0.11276 5.72949 -2.60155
H 1.95071 4.25462 -3.38758
H 0.82512 2.22716 -4.08338
H 1.62256 1.61870 -6.66722
H 4.95416 -0.22631 -5.30834
H 4.58707 0.20707 -2.83411
H 2.11344 -2.78395 3.32183
H 3.47362 -4.04585 4.76528
H 6.14293 -0.77354 5.51108
H 4.52944 0.64116 4.13266
H 1.11855 -1.10356 4.96599
H -1.34677 -0.66663 5.26934
H -4.83734 2.81780 2.64590
H -4.34479 4.70265 0.66028
H -4.71889 -0.23415 2.57146
H -6.74213 -0.46164 3.90234
H -4.51192 0.99001 7.31734
H -2.64945 1.62109 5.76386
H 5.10912 -0.41467 1.15796
H 4.73584 0.70070 -1.20706
C 0.00080 -2.31186 0.88963
C -0.52485 -1.39314 -0.17227
C -1.59966 -0.58465 -0.13218
C -1.82900 -0.06356 -1.48992
C -0.80071 -0.52806 -2.21608
C -0.60893 -0.34747 -3.68322
N -0.00320 -1.34109 -1.42423
H -0.50720 -2.17610 1.79695
H 1.04074 -2.11421 1.14330
H -0.19078 -3.38290 0.62146
H -2.21351 -0.37157 0.71546
H -2.61465 0.61258 -1.81863
H -0.83246 0.72117 -3.88549
H -1.17974 -1.01730 -4.36510
H 0.45474 -0.60161 -3.93900
C -0.39666 -8.50916 -2.14085
C 0.05991 -7.04378 -2.11021
C -0.79842 -6.06981 -2.59811
C -0.40763 -4.76905 -2.67937
C -1.36369 -3.77978 -3.27257
C 0.86903 -4.37683 -2.19188
Te 1.61543 -2.30303 -2.02093
C 1.77585 -5.31028 -1.77932
C 3.20752 -5.07254 -1.34190
C 1.33788 -6.66695 -1.74228
H -0.49442 -8.95455 -1.12752
H 0.35830 -9.07016 -2.74875
H -1.40245 -8.59925 -2.55390
H -1.76416 -6.32339 -3.06136
H -2.17204 -4.27512 -3.72765
H -0.89461 -3.09444 -3.95928
H -1.71071 -3.06326 -2.60247
H 3.94853 -5.22476 -2.11611
H 3.51079 -5.62819 -0.39464
H 3.30680 -4.02119 -1.00671
H 2.07228 -7.42455 -1.42133
```

Results of the Mulliken charge analysis, in e, for atoms 1 through 2: number 1, Ru, carries 0.607; number 2, Cl, carries -0.235

=====

No. 2
The following is a DFT calculation (the ωB97M-V functional and the def2-TZVPD basis) of one molecule with the formula C4H8NO2P.

The gap between HOMO and LUMO is 10.64 eV. The SMILES is O=[PH2][C@H]1CCC(=O)N1. The spin multiplicity is 1. The largest force on an atom is 0.60 eV Å⁻¹. As for the total energy: -19152.114 eV.

```
16
C4H8NO2P | the OMol25 dataset | the ωB97M-V functional and the def2-TZVPD basis
O -2.06509 0.92976 -2.42355
P -1.32179 0.00392 -1.53690
C -0.41589 0.81069 -0.14927
C -0.49199 0.04108 1.19399
C 0.77321 -0.82206 1.20561
C 1.68908 -0.16730 0.18567
O 2.78843 -0.53196 -0.14370
N 1.02613 0.93000 -0.34106
H -2.11337 -0.96187 -0.88400
H -0.34090 -0.79073 -2.16664
H -0.91540 1.78883 -0.09558
H -0.46499 0.77201 2.00986
H -1.41764 -0.53285 1.29847
H 0.60768 -1.86321 0.90819
H 1.28117 -0.84715 2.17641
H 1.38136 1.24083 -1.23749
```

Results of the Mulliken charge analysis, in e, for atoms 1 through 2: number 1, O, carries -0.621; number 2, P, carries 0.380

=====

No. 3
The following is a DFT calculation (the ωB97M-V functional and the def2-TZVPD basis) of C4H6O2 as an isolated structure.

The gap between HOMO and LUMO (spin up / spin down) is 7.44 / 7.44 eV. The spin multiplicity is 1. The largest force on an atom is 0.57 eV Å⁻¹. As for the total energy: -8334.412 eV.

```
12
C4H6O2 | the OMol25 dataset | the ωB97M-V functional and the def2-TZVPD basis
O 1.49083 -0.24883 -1.31041
C 1.13109 0.65464 -0.35701
C -1.10919 0.20715 -0.48350
C -0.00224 0.47994 0.40735
C -0.55726 -1.15621 1.42950
O -1.56307 -1.33414 0.75394
H 2.18565 0.13291 -1.85846
H 1.88345 1.40546 -0.11611
H -1.97410 0.86560 -0.50524
H -0.91335 -0.37326 -1.37679
H -0.13530 1.25492 1.15943
H -0.43650 -1.88817 2.25730
```

Results of the Mulliken charge analysis, in e, for atoms 1 through 2: number 1, O, carries -0.448; number 2, C, carries -0.319

=====

No. 4
The following is a DFT calculation (the ωB97M-V functional and the def2-TZVPD basis) of C56H36N6Pb as an isolated structure.

The gap between HOMO and LUMO is 5.63 eV. The spin multiplicity is 1. The largest force on an atom is 0.72 eV Å⁻¹. As for the total energy: -72846.827 eV.

```
99
C56H36N6Pb | the OMol25 dataset | the ωB97M-V functional and the def2-TZVPD basis
Pb 0.62412 0.49183 0.22955
C 2.19134 0.58516 -7.55838
C 3.10086 0.45733 -6.51822
C 2.66082 0.49551 -5.20253
C 1.31044 0.65957 -4.90921
C 0.40590 0.78711 -5.95880
C 0.84275 0.75027 -7.27548
C 0.84373 0.70392 -3.48837
C 0.36189 -0.49316 -2.94720
C 0.28029 -1.75103 -3.66035
C -0.23644 -2.66315 -2.80236
C -0.50265 -1.96771 -1.56178
N -0.11205 -0.67251 -1.68508
C -1.14316 -2.52099 -0.44589
C -1.64185 -1.79522 0.64711
C -2.59608 -2.30299 1.60713
C -2.93537 -1.26544 2.40984
C -2.16876 -0.11807 1.97150
C -2.22919 1.15699 2.54847
C -3.13078 1.30965 3.73064
C -2.76092 0.79514 4.97031
C -3.59252 0.93010 6.07288
C -4.81042 1.58314 5.94720
C -5.18942 2.09753 4.71530
C -4.35490 1.96192 3.61532
C -1.57629 2.31625 2.08828
N -0.73658 2.39289 1.02436
C -0.35266 3.68839 0.89984
C 0.38797 4.21527 -0.16455
C 0.74467 5.66621 -0.11239
C 2.05759 6.05367 0.13732
C 2.40143 7.39763 0.17950
C 1.43483 8.36997 -0.03143
C 0.12388 7.99262 -0.28712
C -0.21815 6.64862 -0.32746
C 0.73012 3.52666 -1.33283
C 1.20846 4.15965 -2.54608
C 1.29488 3.18883 -3.48409
C 0.88500 1.95455 -2.84602
N 0.55993 2.19835 -1.55223
C -0.93399 4.46948 1.97156
C -1.70079 3.62376 2.69833
N -1.39957 -0.48661 0.91130
C -1.40101 -3.99297 -0.45417
C -0.56507 -4.84575 0.26036
C -0.78935 -6.21485 0.26339
C -1.85635 -6.74745 -0.44646
C -2.69795 -5.90412 -1.15844
C -2.47025 -4.53459 -1.16150
H 2.53243 0.55861 -8.58527
H 4.15493 0.33041 -6.73029
H 3.36992 0.40266 -4.38813
H -0.64630 0.91569 -5.73520
H 0.12789 0.85233 -8.08206
H 0.56710 -1.90432 -4.68864
H -0.45069 -3.70232 -2.99423
H -2.98215 -3.30969 1.62849
H -3.65793 -1.26453 3.21011
H -1.80941 0.28510 5.06610
H -3.28715 0.52767 7.03045
H -5.46110 1.69052 6.80542
H -6.13998 2.60466 4.60920
H -4.65051 2.36089 2.65253
H 2.81031 5.29148 0.29862
H 3.42631 7.68461 0.37749
H 1.70166 9.41846 0.00141
H -0.63457 8.74556 -0.45987
H -1.23911 6.35007 -0.53292
H 1.41589 5.21122 -2.66348
H 1.58531 3.29462 -4.51721
H -0.78763 5.52526 2.13108
H -2.29751 3.85999 3.56442
H 0.26484 -4.42901 0.81826
H -0.12721 -6.86526 0.82185
H -2.03282 -7.81545 -0.44324
H -3.53529 -6.31137 -1.71067
H -3.12430 -3.87154 -1.71520
C 0.59446 -2.29910 4.52817
C 0.77619 -1.25410 3.60864
N 1.43200 -1.38345 2.48016
C 1.95183 -2.58933 2.16550
C 1.83554 -3.69437 3.02213
C 1.13564 -3.52060 4.23054
C 2.39199 -4.96721 2.65374
C 2.99751 -5.13185 1.46110
C 3.09917 -4.03831 0.53423
C 3.65691 -4.21157 -0.74608
C 3.70389 -3.15184 -1.61085
C 3.20429 -1.91640 -1.16986
N 2.68985 -1.72144 0.02101
C 2.61112 -2.76754 0.87286
H 0.03432 -2.13243 5.43785
H 0.35608 -0.27197 3.80889
H 1.02397 -4.36256 4.90334
H 2.30341 -5.78958 3.35321
H 3.41075 -6.09091 1.17330
H 4.02706 -5.18810 -1.03480
H 4.10189 -3.25015 -2.61117
H 3.22080 -1.05484 -1.83199
```

Results of the Mulliken charge analysis, in e, for atoms 1 through 2: number 1, Pb, carries 1.135; number 2, C, carries -0.351

=====

Result set for ΔE to the lowest compared entry with this formula, charge and spin: 0.000, 0.000, 6.049, 0.000 eV, one per record in the order listed.